69
Properties=species:S:1:pos:R:3:mulliken_charge:R:1 method="wB97M-V/def2-TZVPD" multiplicity=1 max_force_ev_per_a=5.10 homo_ev="-0.27 / -0.28" total_charge=-1
Ti 0.147 -1.209 0.880 -0.039
C -0.920 -1.338 -1.240 -0.222
C 0.445 -1.723 -1.479 -0.489
C 0.663 -2.934 -0.802 -0.693
H 1.133 -1.173 -2.127 0.446
C -0.486 -3.275 -0.078 -0.130
C -1.481 -2.308 -0.346 -1.329
H -2.514 -2.282 -0.022 0.495
H -1.438 -0.566 -1.735 1.051
H 1.551 -3.597 -0.975 0.426
H -0.637 -4.211 0.506 0.393
C -0.497 -0.023 2.817 -0.006
C -1.621 -0.697 2.255 -0.424
C -1.443 -2.104 2.487 -1.102
H -2.491 -0.233 1.796 0.600
C -0.197 -2.290 3.128 0.102
C 0.401 -1.001 3.322 -1.169
H 1.332 -0.780 3.864 0.459
H -0.372 1.058 2.953 0.398
H -2.165 -2.873 2.279 0.489
H 0.186 -3.221 3.525 0.675
O 1.815 -1.418 1.028 0.320
C 3.111 -3.681 2.221 0.841
C 3.886 -2.899 1.128 -1.340
C 2.093 -4.590 1.769 -1.276
C 3.097 -2.979 3.486 -1.813
C 3.270 -1.611 0.583 -0.770
H 4.118 -3.586 0.308 0.336
H 4.863 -2.681 1.586 0.415
H 3.776 -0.708 0.954 0.462
H 3.220 -1.554 -0.508 0.202
H 2.484 -5.501 2.176 0.533
H 1.999 -4.732 0.702 0.154
H 1.101 -4.486 2.169 0.041
H 3.892 -3.491 3.981 0.554
H 2.238 -3.146 4.071 0.436
H 3.340 -1.920 3.526 0.161
C -3.162 0.879 -4.061 -1.971
C -1.768 1.314 -3.784 0.872
C -0.674 0.670 -4.355 -0.499
C 0.643 1.053 -4.083 -1.201
C 0.877 2.055 -3.215 -0.176
C -0.144 2.684 -2.538 -0.376
N 0.142 3.636 -1.561 0.035
C -0.369 3.882 -0.297 0.115
C -0.421 5.222 0.164 -0.631
C -1.061 5.523 1.318 -0.519
C -1.618 4.537 2.104 -0.952
C -1.527 3.214 1.722 -0.449
C -0.886 2.881 0.545 0.373
C -0.898 1.445 0.097 0.927
O -1.983 1.030 -0.406 -0.625
O 0.160 0.710 0.319 -0.299
C -1.502 2.364 -2.920 1.556
C -2.614 3.224 -2.330 -1.274
H -3.660 0.551 -3.165 0.355
H -3.749 1.654 -4.514 0.476
H -3.128 0.047 -4.745 0.413
H -0.891 -0.112 -5.038 0.394
H 1.479 0.532 -4.590 0.301
H 1.906 2.380 -2.937 0.285
H 0.917 4.258 -1.833 0.314
H 0.024 5.997 -0.518 0.305
H -1.115 6.601 1.634 0.278
H -2.114 4.774 3.037 0.396
H -1.960 2.405 2.295 0.536
H -2.764 3.042 -1.209 0.148
H -2.436 4.343 -2.483 0.296
H -3.606 2.972 -2.838 0.409

=====

75
Properties=species:S:1:pos:R:3:lowdin_spin:R:1 method="wB97M-V/def2-TZVPD" multiplicity=4 de_lowest_kcal_mol=0.0 max_force_ev_per_a=3.28 homo_ev="-1.62 / -4.61" total_charge=-1
C 0.064 -0.601 -4.681 0.000
C -0.445 -1.655 -3.655 0.000
C -0.143 0.808 -4.061 0.000
C -1.254 0.639 -3.047 0.000
H -0.376 1.500 -4.871 0.000
H 0.784 1.122 -3.564 0.000
C -1.070 -0.838 -2.542 0.001
H 0.388 -2.274 -3.311 0.000
H -1.212 -2.278 -4.128 0.000
C -0.117 -0.515 -1.386 0.006
H -2.005 -1.288 -2.168 0.000
H -2.218 0.776 -3.558 0.000
C -1.152 1.490 -1.742 0.000
C 1.528 -0.746 -5.048 0.000
C -0.653 -0.718 -6.038 0.000
O -1.412 0.159 -6.412 0.000
O 2.351 -1.396 -4.423 0.000
O 1.839 -0.071 -6.164 0.000
O -0.410 -1.779 -6.837 0.000
C 0.246 -3.015 -6.437 0.000
H 0.175 -3.226 -5.358 0.000
H 1.297 -2.977 -6.756 0.000
H -0.281 -3.793 -6.999 0.000
C 3.220 -0.161 -6.513 0.000
H 3.836 0.319 -5.746 0.000
H 3.307 0.359 -7.464 0.000
H 3.522 -1.208 -6.609 0.000
O -0.706 0.609 -0.717 -0.001
H 0.881 -0.178 -1.734 0.000
H 0.113 -1.350 -0.703 0.005
C -2.563 1.919 -1.388 0.000
C -0.223 2.708 -1.749 0.000
H -0.153 3.164 -2.743 0.000
H 0.776 2.430 -1.397 0.000
H -0.625 3.445 -1.039 0.000
H -2.613 2.278 -0.352 0.000
H -3.242 1.060 -1.497 0.000
H -2.876 2.720 -2.073 0.000
Tc 0.141 -0.650 2.251 1.547
C -1.466 -1.423 3.450 0.034
C -2.026 -1.339 2.119 0.022
C -1.294 -2.227 1.269 0.037
H -2.863 -0.722 1.813 0.001
C -0.239 -2.818 2.041 0.034
C -0.343 -2.333 3.402 0.004
H 0.270 -2.606 4.250 0.001
H -1.861 -0.952 4.336 0.006
H -1.525 -2.422 0.224 0.005
H 0.483 -3.534 1.664 0.005
C 2.186 0.984 2.212 0.195
C 2.000 -0.194 3.052 0.013
C 2.176 -1.352 2.174 -0.018
H 2.054 -0.229 4.134 0.011
C 2.493 -0.853 0.848 0.227
C 2.527 0.563 0.898 0.030
H 2.839 1.223 0.094 -0.003
H 2.171 2.006 2.575 0.010
H 2.334 -2.369 2.518 0.000
H 2.773 -1.474 -0.002 0.015
O 1.788 3.698 6.299 0.025
S 1.468 2.350 5.916 0.036
O 2.412 1.292 6.210 0.033
N 0.965 2.248 4.343 0.187
C -0.274 1.850 4.174 0.231
S -0.820 1.502 2.570 0.000
C -1.017 1.665 5.424 0.072
C -2.306 1.174 5.671 0.050
C -2.683 0.883 6.982 0.010
C -1.786 1.077 8.042 0.082
C -0.501 1.580 7.805 -0.003
C -0.146 1.876 6.495 0.081
H -2.981 1.041 4.827 0.002
H -3.680 0.493 7.176 -0.001
H -2.082 0.825 9.059 0.006
H 0.235 1.733 8.593 -0.002

=====

78
Properties=species:S:1:pos:R:3:lowdin_spin:R:1 method="wB97M-V/def2-TZVPD" multiplicity=8 de_lowest_kcal_mol=220.1 max_force_ev_per_a=4.65 homo_ev="-1.08 / -4.17" total_charge=-1
Gd 0.973 1.255 -0.075 5.108
O 0.452 0.184 3.782 0.008
S 1.473 0.456 2.728 0.002
O 2.838 0.439 3.165 0.000
O 1.209 -0.457 1.451 -0.006
O 1.095 1.874 2.150 -0.008
C 2.279 -2.183 -1.000 0.000
N 1.393 -1.039 -1.378 -0.003
C 1.270 -0.883 -2.673 0.002
C 0.880 0.389 -3.258 0.000
C 0.680 0.654 -4.679 0.002
C 0.360 2.013 -4.714 0.000
C 0.261 2.459 -3.457 0.002
N 0.522 1.527 -2.512 -0.006
C 1.481 -3.427 -0.882 0.000
C 1.764 -4.571 -1.589 0.000
C 1.025 -5.686 -1.426 0.000
C 0.047 -5.696 -0.391 0.000
C -0.241 -4.561 0.348 0.001
C 0.495 -3.437 0.122 0.001
H 2.700 -1.983 0.015 0.000
H 3.143 -2.187 -1.686 0.000
H 1.258 -1.661 -3.426 0.000
H 0.691 -0.154 -5.404 0.000
H 0.038 2.540 -5.599 0.000
H 0.058 3.482 -3.221 0.000
H 2.678 -4.661 -2.214 0.000
H 1.230 -6.555 -2.020 0.000
H -0.224 -6.695 -0.036 0.000
H -1.096 -4.533 1.050 0.000
H 0.316 -2.485 0.629 0.001
C -3.201 -2.769 4.903 0.068
C -3.037 -1.450 5.296 0.005
C -2.490 -0.568 4.349 0.065
C -2.368 -0.896 2.930 0.067
C -2.745 -2.205 2.557 0.065
C -3.047 -3.144 3.571 -0.005
C -1.887 0.173 2.009 0.339
C -1.943 0.111 0.684 0.553
C -2.906 -0.205 -0.267 0.150
C -2.485 -0.236 -1.604 0.147
C -3.370 -0.445 -2.659 0.018
C -4.711 -0.721 -2.449 0.173
C -5.155 -0.832 -1.118 0.007
C -4.328 -0.540 -0.058 0.133
H -3.545 -3.463 5.662 0.005
H -3.379 -1.094 6.282 -0.001
H -1.940 0.370 4.562 0.001
H -2.760 -2.520 1.528 0.008
H -3.339 -4.183 3.331 -0.002
H -1.177 0.819 2.541 0.032
H -1.382 -0.121 -1.803 0.013
H -3.072 -0.221 -3.694 -0.003
H -5.364 -0.673 -3.311 0.013
H -6.181 -0.973 -0.851 -0.003
H -4.702 -0.525 0.943 0.012
C 5.802 1.139 -0.380 0.000
As 4.475 2.473 -0.062 0.001
C 4.411 2.647 1.881 0.000
C 4.890 4.162 -0.885 0.000
O 2.962 1.913 -0.773 -0.005
H 6.789 1.611 -0.201 0.000
H 5.723 0.773 -1.399 0.000
H 5.606 0.378 0.387 0.000
H 5.242 3.375 2.135 0.000
H 4.605 1.659 2.358 0.000
H 3.453 3.082 2.039 0.000
H 5.774 4.643 -0.405 0.000
H 4.041 4.803 -0.662 0.000
H 5.087 4.176 -2.003 0.000
N -2.564 5.554 0.298 0.001
C -2.022 4.341 0.111 0.002
N -2.828 3.255 0.168 0.016
S -0.305 4.191 -0.133 0.004
H -3.582 5.658 0.242 0.000
H -1.916 6.355 0.196 0.000
H -3.815 3.364 -0.018 0.001
H -2.360 2.343 -0.027 0.017